P:
{"formula": "C5H16NO", "method": "ωB97M-V/def2-TZVPD", "elements": ["O", "C", "C", "C", "C", "H", "H", "H", "H", "H", "H", "H", "H", "H", "H", "C", "N", "H", "H", "H", "H", "H", "H"], "xyz": [[1.28345, 3.63581, 0.41892], [1.87273, 4.91682, 0.35349], [-1.48794, 2.10249, 2.42907], [0.24076, 3.59800, 1.37955], [-0.35490, 2.20510, 1.40851], [2.67131, 4.88164, -0.40654], [1.13964, 5.68621, 0.05818], [2.31881, 5.20818, 1.31927], [-1.11469, 2.33496, 3.44063], [-1.90750, 1.08242, 2.43470], [-2.29387, 2.81301, 2.17954], [-0.53607, 4.34209, 1.11816], [0.64067, 3.86505, 2.37664], [0.44922, 1.48476, 1.65338], [-0.72752, 1.96181, 0.39490], [3.01793, 1.25301, 0.03278], [1.85552, 1.86728, -0.68251], [3.34696, 0.33723, -0.48655], [2.73623, 0.98953, 1.06613], [3.86343, 1.96047, 0.06813], [2.11628, 2.11755, -1.65768], [1.05547, 1.20379, -0.71846], [1.54152, 2.73142, -0.19644]], "total_charge": 1, "homo_energy_ev": -15.3, "lumo_ev": -2.9, "mol_weight_g_mol": 106.2, "orbital_gap_ha": 0.455, "multiplicity": 1}

---

Q:
{"formula": "C5H16NO", "method": "ωB97M-V/def2-TZVPD", "elements": ["C", "C", "C", "C", "C", "N", "H", "H", "H", "H", "H", "H", "H", "H", "H", "H", "H", "H", "H", "H", "H", "H", "O"], "xyz": [[0.95049, -0.93985, -0.69850], [-0.51152, -0.52629, -0.72862], [-0.80847, 0.85075, -1.36231], [-0.82742, 1.97986, -0.34412], [0.49665, 2.23511, 0.34905], [-1.55393, -1.46412, -1.43344], [1.36793, -1.05678, 0.28433], [1.58678, -0.17513, -1.14374], [1.15811, -1.69017, -1.47069], [-0.82526, -0.33517, 0.29424], [-0.18879, 1.13108, -2.25360], [-1.79788, 0.94563, -1.87174], [-1.30774, 2.84696, -0.80115], [-1.61127, 1.77559, 0.39386], [0.27223, 2.87636, 1.19154], [0.89741, 1.35380, 0.90444], [1.31505, 2.57306, -0.34565], [-1.22547, -2.43560, -1.48267], [-1.67713, -1.03270, -2.35334], [-2.44362, -1.55615, -0.92868], [2.10734, -2.45737, 5.35924], [2.00095, -2.59487, 3.88506], [2.62556, -2.30399, 4.55649]], "total_charge": 1, "homo_energy_ev": -13.7, "lumo_ev": -3.7, "mol_weight_g_mol": 106.2, "orbital_gap_ha": 0.369, "multiplicity": 1}

---

Most favorable structure: Q. The second most favorable one is 0.271 eV above it.

---

P:
{"formula": "C22H32N6O8P2Zr", "method": "ωB97M-V/def2-TZVPD", "elements": ["Zr", "C", "C", "N", "C", "C", "C", "C", "C", "C", "C", "N", "C", "C", "N", "N", "H", "H", "H", "H", "H", "H", "H", "H", "H", "H", "H", "H", "H", "H", "H", "H", "H", "H", "O", "C", "C", "C", "C", "C", "C", "C", "N", "C", "C", "N", "H", "H", "H", "H", "H", "H", "H", "C", "C", "O", "P", "O", "O", "O", "P", "O", "O", "O", "H", "H", "H", "H", "H", "H", "H"], "xyz": [[0.07226, -0.13047, 0.50852], [-2.21119, -2.56005, -0.08246], [-1.25103, -2.59575, -1.25507], [-0.71796, -1.23444, -1.50368], [-1.66819, -0.40069, -2.25405], [-2.58998, 0.34360, -1.32808], [-3.82017, 0.80147, -1.76684], [-4.62202, 1.51332, -0.88958], [-4.16777, 1.73251, 0.40032], [-2.92681, 1.24075, 0.76667], [-2.37083, 1.47003, 2.14771], [-1.32656, 0.49010, 2.46011], [-1.85707, -0.69640, 3.16165], [-2.49182, -1.63979, 2.15252], [-1.55390, -1.88338, 1.04548], [-2.14610, 0.55858, -0.08210], [-2.52552, -3.57302, 0.17810], [-3.10795, -1.99424, -0.34117], [-1.75672, -2.98249, -2.14241], [-0.41278, -3.24657, -1.02672], [0.12539, -1.35018, -2.06245], [-2.25694, -0.99796, -2.95446], [-1.11184, 0.32930, -2.84105], [-4.14364, 0.59286, -2.77769], [-5.59108, 1.88015, -1.20018], [-4.77115, 2.27333, 1.11709], [-3.18437, 1.43877, 2.87666], [-1.94406, 2.47295, 2.19760], [-0.62709, 0.93064, 3.04725], [-2.59780, -0.41441, 3.91390], [-1.03639, -1.19691, 3.66609], [-3.39371, -1.18814, 1.73483], [-2.78944, -2.56601, 2.64839], [-0.81424, -2.49435, 1.38465], [1.77280, 0.08673, -0.50720], [1.85381, 0.07322, -1.84136], [2.50864, -0.94897, -2.53702], [2.56331, -0.93692, -3.92104], [1.98931, 0.10001, -4.64746], [1.35862, 1.12958, -3.97414], [1.27600, 1.12173, -2.58196], [0.60605, 2.17208, -1.82386], [-0.02647, 1.99061, -0.66696], [-0.46417, 3.23670, -0.27010], [-0.11120, 4.16373, -1.19494], [0.56112, 3.47411, -2.17065], [2.96790, -1.74774, -1.96908], [3.06327, -1.74425, -4.43995], [2.03436, 0.10509, -5.72744], [0.90553, 1.94074, -4.53324], [-0.98667, 3.40563, 0.65346], [-0.27341, 5.22609, -1.23930], [0.99765, 3.88624, -2.97890], [4.37605, -0.61821, 0.64306], [3.32395, -0.80068, 1.71583], [3.92473, -1.25392, 2.93673], [2.46293, 0.77795, 2.29900], [3.53828, 1.92067, 2.20325], [2.27575, 0.62502, 3.86138], [1.19352, 1.27834, 1.65815], [1.89193, -1.98096, 1.48481], [2.31915, -3.33781, 2.15887], [0.85591, -1.21650, 2.33227], [1.22888, -2.27241, 0.17652], [5.20091, -0.02903, 1.04520], [3.97589, -0.10085, -0.22088], [4.75368, -1.59287, 0.32768], [4.81745, -1.57207, 2.75296], [4.14247, 1.99379, 2.95937], [1.89545, -0.21672, 4.14853], [2.81503, -3.26133, 2.98884]], "total_charge": 2, "homo_energy_ev": -13.6, "lumo_ev": -5.0, "mol_weight_g_mol": 661.7, "orbital_gap_ha": 0.315, "multiplicity": 1}

---

Q:
{"formula": "C22H32N6O8P2Zr", "method": "ωB97M-V/def2-TZVPD", "elements": ["Zr", "C", "C", "N", "C", "C", "C", "C", "C", "C", "C", "N", "C", "C", "N", "N", "H", "H", "H", "H", "H", "H", "H", "H", "H", "H", "H", "H", "H", "H", "H", "H", "H", "H", "O", "C", "C", "C", "C", "C", "C", "C", "N", "C", "C", "N", "H", "H", "H", "H", "H", "H", "H", "C", "C", "O", "P", "O", "O", "O", "P", "O", "O", "O", "H", "H", "H", "H", "H", "H", "H"], "xyz": [[0.47171, 0.24063, -0.14198], [1.67134, -2.42816, -1.85923], [0.59980, -1.82225, -2.74034], [-0.43410, -1.20103, -1.88319], [-1.40886, -2.18749, -1.38387], [-0.99214, -2.69765, -0.03594], [-1.46291, -3.89730, 0.46419], [-1.02456, -4.32339, 1.70582], [-0.11218, -3.54531, 2.39836], [0.30532, -2.34836, 1.84471], [1.28669, -1.47852, 2.57611], [1.89674, -0.45582, 1.70334], [3.22587, -0.90441, 1.20071], [3.02960, -1.92285, 0.10619], [2.16116, -1.37449, -0.95367], [-0.13922, -1.92092, 0.65418], [2.47763, -2.84674, -2.46601], [1.26680, -3.24047, -1.25302], [0.16317, -2.57844, -3.39587], [1.02801, -1.03841, -3.36211], [-0.92466, -0.50491, -2.43733], [-1.51679, -3.02294, -2.07962], [-2.38726, -1.71594, -1.29523], [-2.15194, -4.48819, -0.12391], [-1.37056, -5.26159, 2.11869], [0.28308, -3.86058, 3.35478], [2.06010, -2.10598, 3.02573], [0.76030, -0.99175, 3.39705], [2.06684, 0.37929, 2.25594], [3.80558, -1.34077, 2.01732], [3.75243, -0.03258, 0.82680], [2.54813, -2.82232, 0.49619], [3.99897, -2.22992, -0.29304], [2.72975, -0.73373, -1.49911], [-1.30234, 1.06541, -0.72727], [-2.55322, 0.60530, -0.57955], [-3.42158, 0.54549, -1.67087], [-4.67331, -0.02877, -1.53964], [-5.09340, -0.55048, -0.31754], [-4.26176, -0.44738, 0.78157], [-3.00002, 0.13825, 0.66737], [-2.16184, 0.40568, 1.83452], [-0.84020, 0.53082, 1.84609], [-0.50845, 0.99678, 3.10422], [-1.62486, 1.11088, 3.86275], [-2.66105, 0.72867, 3.04439], [-3.09155, 0.95897, -2.61650], [-5.33076, -0.07780, -2.39765], [-6.06596, -1.01216, -0.22476], [-4.58927, -0.83569, 1.73981], [0.49749, 1.26025, 3.37987], [-1.77342, 1.42623, 4.87980], [-3.64195, 0.78020, 3.26686], [0.40159, 4.01908, -2.29806], [1.63673, 3.63057, -1.49330], [2.77194, 4.46200, -1.74325], [1.32149, 3.62358, 0.30313], [0.39912, 4.88702, 0.48232], [2.67178, 3.87661, 1.06045], [0.72692, 2.34290, 0.79266], [2.11666, 1.88889, -1.86446], [3.11831, 1.98080, -3.06560], [2.65501, 1.23646, -0.60510], [0.87877, 1.09215, -2.22168], [0.12700, 5.05324, -2.08967], [-0.43404, 3.37078, -2.03159], [0.59940, 3.89891, -3.36380], [2.47192, 5.28561, -2.15110], [0.06162, 5.09073, 1.36537], [3.22961, 4.59124, 0.72032], [3.67982, 2.77208, -3.07274]], "total_charge": 2, "homo_energy_ev": -13.3, "lumo_ev": -5.0, "mol_weight_g_mol": 661.7, "orbital_gap_ha": 0.305, "multiplicity": 1}

---

Most favorable structure: Q. The second most favorable one is 1.013 eV above it.